[1]
A molecular structure, C24H34N4O8PRuS2Te, computed with the ωB97M-V functional and the def2-TZVPD basis.

Last column: Mulliken charge in e.
CARTESIAN COORDINATES (ANGSTROEM)
Ru: -1.5121 0.8130 0.1936  1.4626
N: -3.5746 1.7678 0.7475  -0.6035
C: -4.4602 1.9014 -0.4274  -0.3172
C: -3.9042 2.8986 -1.4217  -0.6240
C: -2.5938 2.5135 -2.1084  0.5230
O: -2.1490 3.2359 -2.9750  -0.6999
O: -2.0454 1.3912 -1.7229  -0.6229
H: -3.9555 1.1055 1.4162  0.2761
H: -3.4592 2.6648 1.2103  0.3181
H: -5.4585 2.2186 -0.1127  0.4720
H: -4.5497 0.9135 -0.8806  0.0131
H: -3.7424 3.8717 -0.9485  0.2169
H: -4.6339 3.0670 -2.2151  0.3974
C: -2.6533 -3.1304 3.8323  -0.9215
C: -3.4952 -3.4989 2.6327  -0.3580
O: -2.7429 -3.2955 1.4083  -0.3364
P: -2.8676 -1.9259 0.6253  1.0439
O: -2.6953 -0.7114 1.5170  -0.7607
Te: -1.2830 -1.8008 -1.1218  -0.3082
O: -4.3799 -1.8632 0.1172  -0.3836
C: -4.8260 -2.7442 -0.9411  -0.4060
C: -5.2421 -1.9152 -2.1325  -1.0937
H: -3.2060 -3.3429 4.7486  0.3985
H: -2.4024 -2.0706 3.8094  0.1323
H: -1.7305 -3.7098 3.8406  0.2839
H: -4.4171 -2.9153 2.5930  0.2823
H: -3.7556 -4.5557 2.6337  0.3792
H: -5.6569 -3.3204 -0.5346  0.3135
H: -4.0259 -3.4385 -1.2083  0.4388
H: -6.0486 -1.2331 -1.8613  0.2946
H: -5.5939 -2.5652 -2.9345  0.4063
H: -4.3944 -1.3369 -2.5018  0.2006
C: 5.9940 -1.0825 -0.7062  -1.0235
C: 5.2398 -2.2969 -0.1874  -0.8865
N: 3.8663 -1.9895 0.2150  0.3125
C: 2.8004 -2.5307 -0.6150  -0.7282
C: 2.6701 -1.8189 -1.9551  -0.9107
C: 3.7180 -1.3622 1.4069  0.1488
O: 4.6623 -1.1735 2.1590  -0.6849
C: 2.3553 -0.9026 1.8701  0.5910
C: 2.1365 -0.9062 3.2395  -0.6060
C: 0.9405 -0.4303 3.7447  -1.0740
C: -0.0050 0.0476 2.8614  -0.8585
N: 0.2007 0.0743 1.5435  1.3138
C: 1.3608 -0.3762 1.0612  -1.0288
H: 7.0087 -1.3697 -0.9860  0.4589
H: 6.0430 -0.3141 0.0625  0.2459
H: 5.4970 -0.6539 -1.5772  0.2209
H: 5.7622 -2.7156 0.6736  0.4528
H: 5.1793 -3.0716 -0.9538  0.4553
H: 1.8609 -2.5018 -0.0696  0.4059
H: 3.0132 -3.5912 -0.7847  0.3690
H: 2.5034 -0.7479 -1.8214  0.0991
H: 1.8416 -2.2399 -2.5277  0.4127
H: 3.5794 -1.9346 -2.5466  0.3987
H: 2.9243 -1.2677 3.8869  0.5529
H: 0.7406 -0.4218 4.8067  0.4855
H: -0.9587 0.4267 3.2055  0.4077
H: 1.4962 -0.2897 -0.0063  0.6739
O: 4.2934 3.3923 1.1275  -0.7275
S: 3.3849 2.5679 0.3940  1.0711
O: 3.7426 1.2054 0.1061  -0.2803
N: 1.8884 2.5617 1.1373  -0.5219
C: 0.9922 3.0488 0.3525  0.5460
S: -0.6930 3.1266 0.7779  -0.4619
C: 1.4725 3.5347 -0.9771  0.7251
C: 0.7517 4.0796 -2.0235  -0.4451
C: 1.4471 4.4421 -3.1719  -0.6927
C: 2.8233 4.2661 -3.2664  -0.4752
C: 3.5469 3.7078 -2.2161  -0.7267
C: 2.8392 3.3532 -1.0901  -0.2540
H: -0.3211 4.1915 -1.9664  0.2956
H: 0.9017 4.8586 -4.0081  0.4399
H: 3.3389 4.5600 -4.1713  0.3916
H: 4.6158 3.5552 -2.2816  0.4944

Summary:
<S²>	8.765
total energy	-88616.9019	eV
Kohn-Sham gap (spin up / spin down)	7.860 / 6.509	eV
ΔE to the lowest compared entry with this formula, charge and spin	16.60	kcal/mol
E_HOMO (spin up / spin down)	-7.8 / -8.4	eV
2S+1	6
strongest force on any atom	0.007	hartree/bohr

=====

[2]
3 unconnected molecules or ions with the total composition C24H34N4OS at a distorted geometry, computed with the ωB97M-V functional and the def2-TZVPD basis.

Last column: Mulliken charge in e.
CARTESIAN COORDINATES (ANGSTROEM)
O: -2.8257 1.1079 -2.9022  -0.4617
C: -1.5239 1.1641 -2.5408  0.6019
N: -0.1301 1.2680 -2.5105  -0.3031
C: 0.1234 1.8448 -1.1052  0.1411
C: 0.1461 3.4797 -0.8936  -0.3229
C: 0.4237 4.0302 0.6319  0.7093
C: 0.4889 5.6239 1.0225  0.4744
C: 0.3730 6.2184 2.5827  -0.3231
C: 0.4409 7.8391 2.7205  -0.1552
N: 0.5823 8.9130 1.6965  -0.4497
C: 0.7305 8.4531 0.2865  -0.1850
C: 0.6937 6.8655 -0.0626  -0.2740
C: 0.6345 2.9676 1.9058  -0.6781
C: 0.5709 1.3485 1.6589  0.5366
N: 0.7701 0.3521 2.7996  -0.4883
S: 0.5876 -1.1739 1.9093  0.2274
N: 0.3306 -0.7189 0.2077  -0.5350
C: 0.3261 0.7935 0.1360  0.2678
H: -0.0090 4.2576 -1.7541  0.2397
H: 0.2452 5.4779 3.5081  0.1503
H: 0.3483 8.2351 3.8453  0.2637
H: 0.8681 9.2632 -0.5782  0.2827
H: 0.8267 6.5643 -1.2052  0.1392
H: 0.8081 3.3471 3.0206  0.1083
C: 3.4801 -1.4492 -7.4626  -1.1765
C: 3.8646 -2.1111 -6.1481  -0.3646
C: 2.6632 -2.3985 -5.2432  -0.8062
C: 1.8859 -1.1634 -4.7750  -0.6073
C: 2.7118 -0.1198 -4.0192  -0.2687
C: 3.3012 -0.6477 -2.7191  -1.2287
H: 3.0191 -0.4714 -7.3030  0.2809
H: 4.3701 -1.2992 -8.0818  0.3714
H: 2.7793 -2.0755 -8.0238  0.2893
H: 4.6017 -1.4927 -5.6252  0.2351
H: 4.3640 -3.0609 -6.3716  0.3690
H: 3.0100 -2.9641 -4.3701  0.3222
H: 1.9694 -3.0631 -5.7740  0.3728
H: 1.0616 -1.4974 -4.1326  0.3346
H: 1.4156 -0.6798 -5.6384  0.3419
H: 2.0634 0.7331 -3.7846  0.2587
H: 3.5135 0.2703 -4.6542  0.3299
H: 2.5117 -1.0029 -2.0498  0.2364
H: 3.8491 0.1473 -2.2050  0.3726
H: 3.9998 -1.4704 -2.8974  0.3487
C: -0.9016 -3.7427 3.9604  -1.2162
C: -2.1081 -2.9239 3.5271  0.0643
C: -3.0038 -2.5042 4.6961  -0.8048
C: -3.6498 -3.6569 5.4726  -0.7359
C: -4.5086 -4.6078 4.6356  -0.3360
C: -5.7120 -3.9268 3.9995  -1.1810
H: -1.1992 -4.6848 4.4275  0.3865
H: -0.2807 -3.9847 3.0920  0.3435
H: -0.2855 -3.1828 4.6712  0.2713
H: -2.6841 -3.4816 2.7812  0.1980
H: -1.7496 -2.0184 3.0240  0.1005
H: -3.7862 -1.8369 4.3155  0.3207
H: -2.4127 -1.9024 5.3984  0.3805
H: -4.2680 -3.2305 6.2724  0.3751
H: -2.8700 -4.2398 5.9753  0.3025
H: -4.8701 -5.4134 5.2862  0.3697
H: -3.9055 -5.0885 3.8588  0.2366
H: -6.3532 -3.4765 4.7634  0.2918
H: -6.3075 -4.6578 3.4451  0.3692
H: -5.4088 -3.1447 3.2973  0.2861

Summary:
SMILES	O=C=Nc1cc(-c2ccncc2)cc2nsnc12.CCCCCC.CCCCCC
total energy	-44264.7244	eV
Kohn-Sham gap	6.402	eV
E_HOMO	-8.7	eV
strongest force on any atom	0.223	hartree/bohr

=====

[3]
2 unconnected molecules or ions with the total composition C24H34N5O at a distorted geometry, computed with the ωB97M-V functional and the def2-TZVPD basis.

Last column: Mulliken charge in e.
CARTESIAN COORDINATES (ANGSTROEM)
C: -5.0713 0.7950 -0.2126  -1.0022
N: -3.7512 0.7353 -0.8165  0.2740
C: -3.5547 1.0374 -2.1467  0.1354
O: -4.4084 1.3560 -2.9460  -0.6429
C: -2.0645 0.9085 -2.4127  0.2483
C: -1.4366 2.2662 -2.7377  -1.1482
C: -1.9735 2.9155 -3.9786  0.4437
C: -1.4605 2.6013 -5.2273  -0.2448
C: -1.9913 3.1631 -6.3709  -0.7036
C: -3.0470 4.0460 -6.2793  -0.4511
C: -3.5661 4.3722 -5.0446  -0.7881
C: -3.0296 3.8107 -3.9049  -0.1621
N: -1.4724 0.3115 -1.1738  0.4914
C: -0.1708 -0.1176 -1.0457  0.3138
C: 0.3337 -0.6730 0.1027  0.6178
C: 1.6366 -1.1074 0.2791  -0.6198
C: 2.1361 -1.6767 1.4767  0.9665
C: 3.4851 -2.0756 1.5443  -0.8790
C: 4.0028 -2.6263 2.6847  -0.4386
C: 3.2039 -2.8095 3.8220  -0.1577
N: 3.7455 -3.3959 5.0145  0.1546
C: 4.0850 -2.5473 6.1595  -0.9814
C: 3.4801 -4.8040 5.3193  -0.9790
C: 1.8607 -2.4162 3.7644  -0.2241
C: 1.3394 -1.8664 2.6259  -0.9742
C: -2.5473 0.1974 -0.1251  0.1185
C: -2.2292 1.0639 1.0894  -1.5304
C: -2.8192 -1.2658 0.2141  -1.5773
H: -5.7682 1.2742 -0.8967  0.3843
H: -5.4369 -0.2052 0.0121  0.3292
H: -5.0347 1.3729 0.7091  0.3255
H: -1.9129 0.2067 -3.2428  0.3777
H: -1.5889 2.9352 -1.8859  0.4711
H: -0.3538 2.1521 -2.8255  0.5724
H: -0.6362 1.9138 -5.2986  0.3803
H: -1.5851 2.9109 -7.3376  0.3896
H: -3.4774 4.4683 -7.1721  0.3895
H: -4.3959 5.0573 -4.9703  0.3828
H: -3.4446 4.0488 -2.9414  0.3516
H: 0.4783 -0.0110 -1.8950  0.5435
H: -0.3303 -0.7741 0.9350  -0.6610
H: 2.3191 -0.9899 -0.5430  0.2178
H: 4.1077 -1.9406 0.6773  0.5456
H: 5.0348 -2.9275 2.7233  0.4894
H: 4.0767 -1.5010 5.8586  0.3192
H: 3.3691 -2.6811 6.9687  0.3412
H: 5.0787 -2.7938 6.5275  0.3257
H: 3.0556 -5.2958 4.4454  0.3211
H: 4.4046 -5.3110 5.5875  0.3246
H: 2.7766 -4.8971 6.1450  0.3402
H: 1.2410 -2.5554 4.6311  0.4337
H: 0.3068 -1.5758 2.6055  0.3505
H: -2.1421 2.1062 0.7829  0.3397
H: -3.0171 0.9883 1.8377  0.4794
H: -1.2942 0.7806 1.5663  0.3823
H: -3.1271 -1.7919 -0.6893  0.3909
H: -1.9485 -1.7768 0.6154  0.4011
H: -3.6193 -1.3495 0.9473  0.4581
N: 4.0757 1.3273 -0.5574  -0.3305
N: 5.3006 0.6585 -0.6290  -0.5852
H: 4.1301 1.9664 0.2278  0.2175
H: 4.0047 1.9047 -1.3882  0.2270
H: 5.3886 0.0919 0.2070  0.2569
H: 5.2490 0.0151 -1.4117  0.2579

Summary:
total energy	-34930.0315	eV
Kohn-Sham gap	5.942	eV
E_HOMO	-10.7	eV
net charge	+1
strongest force on any atom	0.071	hartree/bohr